No. 1
ORCA calculation (wB97M-V/def2-TZVPD) on a structure of composition C34H42AsN5O5PtSSeSi3.

ORCA input file:
```
! RIJCOSX wB97M-V def2-TZVPD def2/J DEFGRID3
* xyz 1 2
Pt 0.48830 0.23602 -0.00683
Se 3.40536 6.85691 0.69796
N 2.44567 5.70855 1.65800
C 1.86994 4.85242 0.85518
C 1.03864 3.80241 1.47586
C 0.93438 3.73575 2.82464
C 0.24358 2.66705 3.47700
C -0.09918 1.59652 2.72068
N -0.00754 1.59326 1.36303
C 0.23290 2.84071 0.65984
C 1.14355 3.01706 -1.69172
N 0.79982 2.29892 -2.73827
C 0.92048 2.85851 -3.94187
C 1.38440 4.14909 -4.12083
C 1.76697 4.86771 -3.00034
C 1.67135 4.30067 -1.73028
C 2.16073 5.06137 -0.56324
N 2.95277 6.06266 -0.82813
H 1.44260 4.48374 3.41632
H 0.13409 2.63828 4.54945
H -0.42795 0.67269 3.17231
H 0.62534 2.24452 -4.78471
H 1.45725 4.57942 -5.10826
H 2.15891 5.87043 -3.08834
O 1.61475 -0.52556 -1.51543
N 1.04963 -0.70880 -2.72917
C 1.91132 -1.06197 -3.70958
C 1.46911 -1.24427 -4.98525
C 0.10650 -1.05494 -5.25682
C -0.74537 -0.69389 -4.24458
C -0.27031 -0.50612 -2.93697
S -1.28848 -0.09705 -1.62081
H 2.93845 -1.15133 -3.39098
H 2.17572 -1.51336 -5.75504
H -0.27240 -1.19553 -6.25922
H -1.80116 -0.54443 -4.41657
O -0.78992 4.70963 -0.31451
C -1.02373 3.58124 0.06887
O 1.04397 2.33826 -0.49809
C -2.40203 3.03153 -0.06327
C -3.33617 3.93268 -0.58277
C -4.67007 3.59235 -0.78277
C -5.03287 2.30913 -0.45018
O -6.25418 1.72381 -0.55216
C -6.10882 0.39237 -0.05743
O -4.73928 0.20561 0.30330
C -4.11760 1.40400 0.06477
C -2.80683 1.72477 0.27465
H -2.99945 4.92825 -0.83064
H -5.38383 4.29784 -1.18111
H -6.37589 -0.31252 -0.84693
H -6.73821 0.26911 0.82657
H -2.13046 0.99561 0.67508
C 0.89383 -5.27735 0.56527
Si 1.09318 -3.73471 -0.48083
C -0.11477 -3.79817 -1.91339
C 2.87282 -3.56847 -1.03765
As 0.57482 -1.94224 1.04336
Si 2.53086 -1.76172 2.46944
C 3.92828 -1.24103 1.33978
C 2.79139 -3.45072 3.23930
C 2.24827 -0.46691 3.77426
Si -1.56625 -2.61428 1.99216
C -2.37674 -1.18483 2.87529
C -1.27635 -4.04985 3.16473
C -2.58479 -3.09911 0.50188
H 1.28675 -6.12596 -0.00146
H -0.14964 -5.48958 0.79132
H 1.44325 -5.22714 1.50448
H 0.40185 -4.13441 -2.81505
H -0.59565 -2.84569 -2.12265
H -0.90750 -4.51453 -1.69826
H 3.01121 -4.16674 -1.94169
H 3.55174 -3.95767 -0.27872
H 3.15400 -2.54004 -1.25153
H 4.43666 -2.09013 0.88790
H 4.65757 -0.68647 1.93462
H 3.58413 -0.58144 0.54196
H 3.17100 -4.17732 2.52102
H 1.87378 -3.84434 3.67519
H 3.52684 -3.37112 4.04312
H 2.05113 0.51251 3.33853
H 3.15936 -0.38224 4.37246
H 1.42877 -0.71703 4.44918
H -2.07439 -1.10730 3.91987
H -3.45852 -1.32930 2.83928
H -2.17873 -0.24106 2.37779
H -0.34297 -3.96474 3.71890
H -1.28371 -5.01250 2.65821
H -2.08771 -4.05453 3.89616
H -2.52714 -2.34765 -0.28685
H -3.63118 -3.17629 0.80617
H -2.28013 -4.05896 0.08606
*
```

Values from the calculation:
total energy = -7993.79610 Ha
orbital gap (alpha / beta) = 6.35 / 5.41 eV
highest occupied orbital energy (alpha / beta) = -9.5187 / -9.5165 eV
⟨S²⟩ = 0.756
strongest force on any atom = 0.0167 Eh/bohr


No. 2
ORCA calculation (wB97M-V/def2-TZVPD) on a cluster of 2 separate species, C16H33N3O6P in total in a non-equilibrium geometry.

ORCA input file:
```
! RIJCOSX wB97M-V def2-TZVPD def2/J DEFGRID3
* xyz 1 1
C -4.21248 4.47044 -0.93575
C -3.10369 3.31579 -0.85197
O -3.37361 2.15465 -1.68670
P -2.12795 0.96380 -1.53591
O -1.49634 0.85954 -2.95464
C -0.77060 1.44250 -0.31988
C 0.05615 0.15294 0.26343
C 0.27442 0.39240 1.82294
N 0.71292 1.70468 2.32131
C 0.81695 1.72317 3.76927
N 0.43040 0.39551 4.12758
C 0.07714 -0.50928 3.05506
C -0.43202 -2.01583 3.05004
C 0.33426 -2.98757 4.08503
O 0.78451 -2.32755 5.29415
C -0.25643 -2.18979 6.25000
O -1.23313 -2.95223 6.38680
O -2.85847 -0.53663 -1.22434
C -3.77073 -0.48628 -0.08658
C -5.28849 -0.11589 -0.50143
H -3.78535 5.29180 -1.61877
H -5.25270 4.11973 -1.23571
H -4.27487 4.93733 0.11801
H -3.10952 2.93851 0.24431
H -2.06603 3.77881 -1.06408
H -0.01803 2.17178 -0.79646
H -1.21685 1.95090 0.61536
H 1.09805 0.18169 -0.23750
H -0.43741 -0.84150 0.00642
H 0.87891 2.47915 1.65848
H 1.11953 2.61912 4.40332
H 0.39774 0.15858 5.12612
H -0.26157 -2.43910 1.99966
H -1.55647 -2.11546 3.28695
H 1.27957 -3.35666 3.53173
H -0.30871 -3.91379 4.25488
H -0.15655 -1.30987 6.99387
H -3.38549 0.20585 0.75857
H -3.80657 -1.55056 0.34851
H -5.48038 1.00816 -0.50637
H -5.57643 -0.53263 -1.53586
H -6.02751 -0.60195 0.23955
C 4.12567 -2.70285 -3.60639
C 4.99457 -1.53509 -3.15100
C 4.22070 -0.46167 -2.35749
O 3.41187 0.39430 -3.15933
C 2.15290 -0.15495 -3.52021
N 5.67085 -0.95963 -4.31876
H 3.50119 -2.45277 -4.46657
H 4.75154 -3.54777 -3.90677
H 3.47223 -3.04712 -2.79868
H 5.75893 -1.94523 -2.48141
H 4.95380 0.19621 -1.87766
H 3.62717 -0.90791 -1.54792
H 1.73679 -0.79001 -2.73224
H 2.24270 -0.71423 -4.45327
H 1.46116 0.67038 -3.69919
H 6.32740 -0.24893 -4.00097
H 4.97436 -0.42702 -4.84157
*
```

Values from the calculation:
total energy = -1586.15325 Ha
orbital gap = 6.91 eV
highest occupied orbital energy = -10.8656 eV
strongest force on any atom = 0.1347 Eh/bohr


No. 3
ORCA calculation (wB97M-V/def2-TZVPD) on a structure of composition C4H10F10Li3N5O22S10 in a non-equilibrium geometry.

ORCA input file:
```
! RIJCOSX wB97M-V def2-TZVPD def2/J DEFGRID3
* xyz -2 1
Li 2.53464 0.18839 0.65947
Li 0.11836 -3.19071 -2.40173
Li 0.14906 1.79086 1.65834
N -0.62131 -4.64991 -1.51097
S -1.90163 -4.37579 -0.71988
O -1.88002 -3.50607 0.45811
O -2.89675 -5.42086 -0.85579
F -2.42938 -3.36207 -1.79721
S 0.11702 -5.59245 -0.32164
O 0.37817 -6.96205 -0.80110
O -0.01812 -5.44031 1.13865
F 1.56253 -4.88966 -0.72784
N 3.56614 1.82110 1.02404
S 2.95774 3.09723 0.56152
O 3.68786 4.33078 0.62054
O 1.51738 3.05227 0.66569
F 3.26056 2.62760 -0.94393
S 3.21631 2.21993 2.69243
O 1.90714 1.80930 3.09649
O 3.70641 3.39683 3.35017
F 4.04375 1.00184 3.35751
N 3.81998 -0.76660 -0.37909
S 4.65329 -1.95317 0.17724
O 6.08196 -1.78579 0.01585
O 4.09369 -3.27291 0.30301
F 4.49087 -1.45685 1.68748
S 3.36439 -1.61620 -1.85690
O 2.14730 -2.46336 -1.80560
O 4.52085 -2.00606 -2.62067
F 2.81057 -0.30523 -2.58894
N 0.57481 0.24962 0.55764
S -0.29193 -0.09339 -0.61300
O -1.65346 0.38631 -0.52188
O -0.09513 -1.30053 -1.42291
F 0.33433 1.08026 -1.53695
S 0.01964 -1.18783 1.40737
O 0.59348 -2.40342 0.93425
O -1.35475 -1.08873 1.92068
F 0.98716 -0.93375 2.66895
N -2.78365 0.88920 -5.73084
S -3.98968 0.07364 -6.08499
O -5.27080 0.42268 -5.49003
O -3.60987 -1.29030 -6.49051
F -4.09647 0.81639 -7.50739
S -2.85478 0.64103 -4.06280
O -2.87339 -0.71781 -3.54191
O -3.60783 1.71154 -3.35289
F -1.33421 1.13318 -3.70607
C -1.46281 3.69061 0.11659
O -1.51145 2.84903 1.26122
C -2.31612 3.30381 2.27864
C -2.36540 2.15792 3.21924
O -1.01682 1.58619 3.38451
C -1.00793 0.75554 4.60557
H -0.88080 4.55367 0.43985
H -2.38022 4.03201 -0.36289
H -0.78149 3.21272 -0.58735
H -3.30582 3.45473 1.84759
H -1.84829 4.14579 2.78885
H -3.04416 1.50818 2.66677
H -2.85055 2.36176 4.17380
H -0.75237 1.32781 5.49737
H -0.15925 0.10176 4.40451
H -1.96877 0.25034 4.70380
*
```

Values from the calculation:
total energy = -7090.68228 Ha
orbital gap = 7.99 eV
highest occupied orbital energy = -4.9662 eV
strongest force on any atom = 0.2335 Eh/bohr
ΔE to the lowest compared entry with this formula, charge and spin = 170.93 kcal/mol


No. 4
ORCA calculation (wB97M-V/def2-TZVPD) on a structure of composition C4H11NO in a non-equilibrium geometry.

ORCA input file:
```
! RIJCOSX wB97M-V def2-TZVPD def2/J DEFGRID3
* xyz 0 1
C 0.59250 0.68589 -0.31158
C 1.61179 1.20989 -2.04100
C -0.05285 -1.29805 1.70528
C -1.96327 -0.41769 0.49329
N -0.53707 -0.45840 0.64790
O 0.55954 -0.29794 -1.16379
H -0.07555 1.55302 -0.36628
H 1.41480 0.75877 0.40707
H 0.90327 1.31455 -2.85357
H 1.91005 2.16604 -1.61403
H 2.45761 0.56820 -2.25180
H 1.03812 -1.34171 1.67171
H -2.39000 -1.42393 0.38906
H -0.35253 -0.91628 2.69589
H -0.44528 -2.32014 1.62197
H -2.22050 0.16482 -0.39412
H -2.45059 0.05295 1.36400
*
```

Values from the calculation:
total energy = -288.75930 Ha
orbital gap (alpha / beta) = 6.71 / 8.24 eV
highest occupied orbital energy (alpha / beta) = -6.9289 / -8.0215 eV
strongest force on any atom = 0.0705 Eh/bohr
ΔE to the lowest compared entry with this formula, charge and spin = 161.72 kcal/mol


No. 5
ORCA calculation (wB97M-V/def2-TZVPD) on a structure of composition C19H20Cl3F2N3OS2Ti in a non-equilibrium geometry.

ORCA input file:
```
! RIJCOSX wB97M-V def2-TZVPD def2/J DEFGRID3
* xyz -2 1
Ti 0.40536 -0.09578 0.77630
C -1.95352 5.06852 1.98006
S -2.84810 3.67539 1.27718
C -1.70453 2.30810 1.51105
S -0.07722 2.52856 2.00101
N -2.29074 1.19372 1.23428
N -1.44792 0.08651 1.38524
C -2.08284 -0.99520 1.94111
C -1.26267 -2.03008 2.26416
C -1.65057 -3.27006 2.87599
C -0.73685 -4.22432 3.15560
C 0.63900 -3.98232 2.81328
C 0.96531 -2.80163 2.22010
N 0.09014 -1.80259 1.92918
H -2.53728 5.95706 1.73117
H -1.85533 4.98368 3.06119
H -0.95788 5.13547 1.54651
H -3.15288 -0.96775 2.09550
H -2.70229 -3.41255 3.10221
H -1.03292 -5.15891 3.61973
H 1.40845 -4.71641 3.01216
H 1.99203 -2.60030 1.94294
Cl 3.10118 3.75342 -5.33898
C 2.38004 3.01480 -3.91830
C 3.12635 2.13361 -3.15648
C 2.55201 1.55475 -2.04037
Cl 3.49550 0.45109 -1.09570
C 1.22016 1.82374 -1.62948
O 0.67880 1.29705 -0.59984
C 0.51745 2.73404 -2.45831
Cl -1.11054 3.12292 -2.01622
C 1.07553 3.32119 -3.57775
H 4.14540 1.89192 -3.42278
H 0.49119 4.01040 -4.17078
F 2.86583 1.41773 1.79926
C 2.14837 0.25637 2.09707
F 3.15344 -0.75058 2.06686
H 1.88757 0.35079 3.15706
C -0.68341 -3.16483 -2.28136
C -0.81590 -1.97506 -1.32522
C -1.57503 -0.83997 -2.01063
C 0.54692 -1.50060 -0.81676
H -1.66026 -3.51021 -2.64070
H -0.18393 -4.00265 -1.78890
H -0.08294 -2.88132 -3.15275
H -1.41256 -2.30805 -0.46595
H -0.98680 -0.44235 -2.84600
H -1.77540 -0.01561 -1.32456
H -2.53466 -1.18773 -2.40837
H 1.11172 -1.06690 -1.65541
H 1.11720 -2.36704 -0.45462
*
```

Values from the calculation:
total energy = -4201.73680 Ha
orbital gap = 4.19 eV
highest occupied orbital energy = 0.0008 eV
strongest force on any atom = 0.0214 Eh/bohr
ΔE to the lowest compared entry with this formula, charge and spin = 29.26 kcal/mol


- What is the total energy in the third record?
  -7090.68228 Ha